12
Properties=species:S:1:pos:R:3:mulliken_charge:R:1 method="wB97M-V/def2-TZVPD" energy_ha=-323.370191 homo_ev="-9.14 / -8.64" orbital_gap_ev="8.103 / 7.796"
C 1.35 0.39 -0.38 -0.08
O -0.74 -1.97 1.25 -0.61
H 0.44 2.32 0.13 0.39
H 1.30 -1.80 -0.75 0.41
C 0.42 1.24 0.16 -0.56
C -0.76 0.42 0.54 0.05
H 2.26 0.67 -0.89 0.41
N -1.16 0.08 -0.84 -0.54
H -2.15 -0.22 -0.79 0.25
C 0.81 -0.92 -0.33 -0.42
C -0.27 -1.00 0.68 0.19
H -1.51 0.81 1.22 0.50